C5H8N2 | ωB97M-V/def2-TZVPD

Results
frontier orbital gap (spin up / spin down): 0.305 / 0.305 hartree
energy relative to the best compared isomer or geometry (same formula, charge and spin): 15.5 kcal/mol
net charge: +2
SMILES: C=[N+]1C=[NH+]C=CC1
lowest unoccupied orbital energy (spin up / spin down): -11.093 / -11.094 eV

```
15
Properties=species:S:1:pos:R:3:forces:R:3
C 1.332560 1.618584 0.658167 3.1 2.6 -2.2
N 0.590668 0.738501 0.158324 -5.0 -0.8 3.3
C -0.747245 0.543418 0.864664 2.3 3.3 1.1
N -1.407986 -0.530321 0.746164 -0.8 2.4 1.9
C -1.105062 -1.553500 -0.049656 2.5 -1.6 -3.8
C -0.068412 -1.339502 -0.914790 -1.5 -1.6 0.4
C 0.730088 -0.067549 -0.974976 -2.5 -0.7 -3.0
H 2.304953 1.740131 0.025975 -1.3 0.0 1.8
H 0.988050 2.430520 1.348027 0.4 -1.2 -0.1
H -0.942568 1.440796 1.583462 -0.3 -2.1 -1.3
H -2.228398 -0.589742 1.330675 -0.7 -0.1 0.4
H -1.760789 -2.404089 -0.127128 0.0 -0.1 0.4
H 0.155526 -2.197282 -1.597619 0.1 1.2 0.4
H 1.674489 -0.376091 -1.142100 3.7 -0.6 -0.3
H 0.484126 0.546127 -1.909189 -0.1 -0.7 1.0
```
Forces are in eV/Å.

=====

C7H13N | ωB97M-V/def2-TZVPD

Results
frontier orbital gap: 0.368 hartree
energy relative to the best compared isomer or geometry (same formula, charge and spin): 31.3 kcal/mol
net charge: 0
SMILES: C=CC(=C)C[C@H](C)N
lowest unoccupied orbital energy: 1.053 eV

```
21
Properties=species:S:1:pos:R:3:forces:R:3
C 2.618967 0.709327 -0.619040 0.1 0.0 -0.3
C 1.858671 -0.048806 0.148835 -0.4 0.0 0.6
C 0.684979 0.496369 0.914364 0.6 0.4 -0.1
C 0.886672 0.972443 2.138112 -0.3 0.0 0.5
C -0.637253 0.610274 0.204700 -0.2 -0.4 0.4
C -1.056346 -0.683852 -0.553293 -0.1 0.7 0.1
C -1.576215 -0.338504 -1.947496 0.3 0.1 0.2
N -2.062464 -1.464443 0.147158 -0.2 -0.4 0.1
H 2.406979 1.763110 -0.750459 0.0 0.0 0.0
H 3.471522 0.303041 -1.148501 0.0 0.0 0.0
H 2.106185 -1.089943 0.335454 0.0 0.0 -0.3
H 0.085836 1.430206 2.719208 0.0 -0.1 -0.2
H 1.835641 0.925919 2.661929 0.1 -0.1 -0.3
H -0.633078 1.480035 -0.451929 0.2 0.0 -0.3
H -1.394257 0.821097 0.964730 -0.1 0.1 -0.1
H -0.167221 -1.311277 -0.647938 -0.1 -0.1 -0.1
H -2.480675 0.276795 -1.897097 0.0 -0.1 0.1
H -1.801509 -1.254620 -2.480942 -0.1 -0.1 -0.2
H -0.813071 0.237335 -2.479916 -0.1 -0.1 -0.1
H -2.900221 -0.918013 0.321434 0.1 0.0 0.0
H -1.739624 -1.821153 1.039105 0.1 0.1 -0.1
```
Forces are in eV/Å.

=====

C27H26N4O8Ru | ωB97M-V/def2-TZVPD

Results
frontier orbital gap (spin up / spin down): 0.262 / 0.175 hartree
energy relative to the best compared isomer or geometry (same formula, charge and spin): 1.2 kcal/mol
net charge: +2
2S+1: 5
expectation value of S²: 6.06
lowest unoccupied orbital energy (spin up / spin down): -7.204 / -9.594 eV

```
66
Properties=species:S:1:pos:R:3:forces:R:3
Ru -0.961899 -1.645477 -0.210514 -0.8 0.2 -0.2
C -4.000086 0.229789 0.225737 0.1 0.0 0.0
C -3.323767 -1.094056 0.368371 0.0 -0.1 0.0
C -3.232647 -1.986363 -0.711149 -0.3 -0.1 0.1
C -2.660959 -3.281705 -0.573858 0.2 0.2 0.0
C -2.660187 -4.227667 -1.730267 0.0 0.0 0.0
C -2.130649 -3.655904 0.684938 0.1 0.1 -0.1
C -2.088920 -2.743200 1.746203 -0.1 0.0 0.1
C -1.453660 -3.108491 3.052602 0.0 0.0 0.0
C -2.640752 -1.452258 1.550374 0.1 -0.1 0.0
H -5.070836 0.099310 0.397354 0.0 0.0 0.0
H -3.863904 0.634213 -0.775873 0.0 0.0 0.0
H -3.623316 0.944497 0.954501 0.0 0.0 0.0
H -3.632551 -1.700260 -1.677572 0.0 0.0 0.0
H -3.599563 -4.786095 -1.715830 0.0 0.0 0.0
H -1.842841 -4.942535 -1.665294 0.0 0.0 0.0
H -2.601539 -3.695341 -2.677718 0.0 0.0 0.0
H -1.710026 -4.646473 0.810270 0.0 0.0 0.0
H -2.169570 -3.686586 3.641582 0.0 0.0 0.0
H -1.184559 -2.225769 3.629118 0.0 0.0 0.0
H -0.566144 -3.723420 2.910251 0.0 0.0 0.0
H -2.607751 -0.746494 2.372292 0.1 0.0 0.0
O 1.402718 -1.108968 -3.316586 0.1 0.0 0.1
C 1.155283 -1.489360 -2.210781 0.1 0.1 -0.3
O -0.088802 -1.841553 -1.861929 0.2 -0.2 0.1
C 2.264120 -1.671958 -1.199904 0.1 0.0 -0.1
C 3.545163 -1.764415 -1.677724 -0.2 0.0 0.0
C 4.610291 -1.933856 -0.785504 0.1 0.0 0.0
C 4.467783 -2.002380 0.601618 -0.2 0.0 0.1
C 3.195588 -1.906136 1.076138 0.4 0.0 0.1
C 2.044789 -1.750862 0.224226 -0.2 0.1 -0.2
O 0.912918 -1.658431 0.765743 0.3 -0.2 0.3
N 2.889517 -1.957221 2.510604 -0.1 0.0 -0.1
O 3.060893 -0.938621 3.134892 0.1 0.0 0.0
O 2.432180 -3.000793 2.909488 0.0 -0.1 0.0
N 5.985341 -2.030631 -1.345898 0.0 0.0 0.0
O 6.083263 -1.940810 -2.544808 0.0 0.0 0.0
O 6.875087 -2.183834 -0.544312 0.0 0.0 0.0
H 3.749025 -1.702456 -2.738939 0.0 0.0 0.0
H 5.335136 -2.119665 1.237476 0.0 0.0 0.0
C 0.986566 4.636849 0.759736 0.0 0.0 0.0
N 0.416483 3.313001 0.983552 0.1 -0.1 0.1
N -0.065591 2.543079 -0.041945 -0.1 -0.1 0.2
C -0.325543 1.300670 0.444736 -0.1 0.1 -0.1
O -0.868632 0.426073 -0.333742 0.1 -0.2 -0.1
C 0.047166 1.279248 1.793305 0.1 0.1 0.0
C 0.518246 2.551716 2.084185 -0.1 0.0 -0.1
C 1.088400 3.083300 3.347263 0.0 0.0 0.0
C -0.511853 3.085159 -1.288468 0.0 0.0 -0.1
C 0.018316 2.572283 -2.464647 0.0 0.1 0.1
C -0.436457 3.076477 -3.673239 0.0 0.0 0.0
C -1.387282 4.088746 -3.690621 0.0 0.0 0.0
C -1.899986 4.596736 -2.503401 0.0 0.0 0.0
C -1.473765 4.087118 -1.287865 0.1 -0.1 -0.1
H 1.027282 4.819293 -0.309983 0.0 0.0 0.0
H 1.994458 4.664745 1.167380 0.0 0.0 0.0
H 0.366609 5.396528 1.230977 0.0 0.0 0.0
H 0.009622 0.446740 2.474018 0.0 0.0 0.0
H 1.056484 2.318374 4.117977 0.0 0.0 0.0
H 0.528370 3.951843 3.694958 0.0 0.0 0.0
H 2.127729 3.384984 3.208485 0.0 0.0 0.0
H 0.775130 1.797924 -2.437955 0.0 0.0 0.0
H -0.038946 2.684877 -4.599010 0.0 0.0 0.0
H -1.728722 4.487970 -4.635585 0.0 0.0 0.0
H -2.637102 5.387320 -2.522517 0.0 0.0 0.0
H -1.881147 4.461181 -0.356915 0.0 0.0 0.0
```
Forces are in eV/Å.

=====

C24H31B2Cl39NO5 | ωB97M-V/def2-TZVPD

Results
frontier orbital gap: 0.213 hartree
net charge: -1
lowest unoccupied orbital energy: 1.402 eV

```
102
Properties=species:S:1:pos:R:3:forces:R:3
C 6.231218 0.324681 0.975431 0.0 -0.6 -0.9
C 5.273037 -0.543478 0.131420 0.3 0.2 1.1
O 4.040712 0.124431 -0.075084 0.9 -0.8 -0.7
C 3.530209 0.041758 -1.401946 -1.7 2.5 0.5
C 3.541685 -1.310494 -2.103491 0.6 -0.6 -0.4
O 3.392400 -2.449153 -1.240901 -0.3 0.2 -0.1
C 2.127583 -2.486172 -0.674335 0.1 0.3 0.4
C 1.003033 -2.889408 -1.374037 0.2 0.0 0.3
C -0.231997 -2.842481 -0.735328 -0.2 0.1 -0.1
C -0.376005 -2.389846 0.574952 1.2 0.2 0.2
C 0.773547 -2.012183 1.274062 0.0 0.4 -1.2
C 2.004395 -2.059285 0.638907 0.0 0.0 0.3
O 2.204258 0.452964 -1.245537 -0.2 -0.8 0.1
B 1.779271 1.269473 -2.430904 -0.7 0.1 -0.4
O 3.017603 1.304045 -3.261410 0.6 0.3 -0.5
C 4.034675 1.271455 -2.283322 -0.5 -1.3 0.3
B 5.524338 1.315598 -2.804960 0.1 0.1 0.2
N 6.477007 2.150813 -2.074824 -0.8 0.4 -0.3
O 5.987418 0.646031 -3.931392 0.3 0.0 0.5
H 6.847767 -0.356677 1.565520 0.0 0.2 0.3
H 5.665668 1.016356 1.595689 0.1 0.0 0.1
H 6.902800 0.846892 0.291996 -0.1 0.4 0.2
H 5.798515 -0.822487 -0.787338 -0.3 0.0 -0.1
H 5.077393 -1.456074 0.707611 0.0 -0.1 -0.3
H 4.469594 -1.463786 -2.667398 0.1 -0.2 0.3
H 2.740578 -1.340496 -2.842775 0.0 0.4 0.0
H 1.099661 -3.214701 -2.402525 -0.1 0.0 0.0
H -1.098773 -3.133642 -1.307581 0.0 0.0 -0.1
H -1.304153 -2.296844 1.110221 -0.2 0.0 -0.2
H 0.727966 -1.625597 2.281002 -0.2 0.2 -0.1
H 2.893286 -1.743645 1.167162 0.0 0.1 -0.1
H 1.381846 2.353316 -2.042986 0.6 0.3 -0.3
H 0.812288 0.840540 -3.064451 0.2 -0.5 -0.1
H 3.804150 2.092688 -1.581189 0.6 0.0 0.1
H 5.997809 2.519660 -1.257268 0.1 0.0 0.0
H 6.663130 2.977545 -2.637694 0.8 -0.1 -0.1
H 5.746333 -0.281960 -3.847857 -0.4 0.1 -0.6
C -0.695261 4.010097 0.446591 0.4 -0.3 0.0
Cl -0.209838 5.491842 -0.393690 -0.1 0.1 0.1
Cl 0.449832 2.733161 0.107259 -0.3 0.1 0.5
Cl -0.855068 4.299050 2.194686 -0.1 0.0 -0.4
H -1.666207 3.714211 0.070653 0.0 0.1 0.1
C -4.608955 -4.215435 0.000729 0.1 0.1 0.2
Cl -3.030977 -3.444930 0.120933 -1.0 -0.7 0.2
Cl -4.601135 -5.771046 0.846461 -0.1 0.1 0.0
Cl -5.878801 -3.161323 0.634278 0.0 -0.2 0.0
H -4.818766 -4.401040 -1.043155 0.0 0.0 0.0
C -3.423111 -9.386092 -0.351940 0.1 0.1 -0.1
Cl -2.877468 -7.901738 -1.123467 0.3 -0.5 0.2
Cl -2.338109 -10.726662 -0.728757 -0.1 0.0 0.0
Cl -3.558237 -9.158888 1.398106 0.0 0.0 0.0
H -4.404723 -9.627700 -0.737923 0.0 0.0 0.0
C -4.786534 0.299635 -1.455906 0.2 0.0 0.0
Cl -4.509030 2.013191 -1.782047 0.0 0.0 0.0
Cl -3.285039 -0.610259 -1.568917 0.0 0.3 -0.1
Cl -5.531218 0.085208 0.133042 0.0 0.2 0.0
H -5.470793 -0.079494 -2.203951 0.0 0.0 0.0
C -3.702725 -12.600953 2.788929 0.0 -0.1 0.0
Cl -3.537236 -13.621011 1.360528 0.0 0.0 0.0
Cl -5.352910 -12.661185 3.413750 0.0 0.0 0.0
Cl -2.545834 -13.074286 4.034313 0.0 0.0 0.0
H -3.489139 -11.581259 2.498830 0.0 0.0 0.0
C 0.689775 9.371546 -2.097084 0.0 -0.1 0.1
Cl 1.647598 7.959134 -1.669588 0.0 0.1 -0.1
Cl -0.892464 8.891667 -2.715195 0.0 0.0 0.0
Cl 0.512099 10.454756 -0.711380 0.0 0.0 0.0
H 1.208188 9.909514 -2.879502 0.0 0.0 0.0
C 1.696968 -5.050856 4.238772 0.1 0.2 0.0
Cl 1.436278 -3.633324 3.215035 0.2 -1.1 0.8
Cl 2.606681 -6.291329 3.369138 0.0 0.0 0.0
Cl 2.525430 -4.615150 5.743469 0.0 0.0 0.0
H 0.731499 -5.464573 4.498567 0.0 0.0 0.0
C -3.113279 4.149880 5.846038 0.3 -0.1 -0.1
Cl -4.136977 3.245533 4.722244 0.0 0.0 0.0
Cl -2.929849 3.267996 7.365859 -0.1 0.0 0.0
Cl -1.545081 4.492443 5.123799 -0.1 0.0 0.4
H -3.608997 5.090676 6.058284 0.4 -0.2 0.0
C -6.590384 7.008860 6.940385 0.2 0.1 0.0
Cl -6.854113 8.395346 5.881261 0.0 0.0 0.0
Cl -5.696872 5.741800 6.100744 -0.5 0.5 -0.1
Cl -5.745652 7.496963 8.411263 0.0 0.0 0.0
H -7.553694 6.608260 7.220970 0.0 0.0 0.0
C -4.541684 -4.751073 -4.162560 0.1 0.2 -0.1
Cl -4.038255 -5.086889 -5.819200 0.0 0.0 0.0
Cl -3.719574 -5.827507 -3.027267 -0.2 0.2 -0.3
Cl -4.239995 -3.065110 -3.739930 0.0 -0.1 0.0
H -5.605786 -4.934366 -4.089284 0.0 0.0 0.0
C 4.804147 4.354697 -4.907770 -0.1 0.0 0.0
Cl 6.302975 5.130918 -4.346219 -0.1 -0.1 -0.1
Cl 3.407858 5.353771 -4.533731 0.1 0.0 0.0
Cl 4.895279 4.035742 -6.643321 0.0 0.0 0.0
H 4.688176 3.404702 -4.395616 -0.1 0.0 0.0
C 7.709047 6.274373 -7.801314 0.0 0.1 0.0
Cl 8.465891 5.939890 -9.363190 0.0 0.0 0.0
Cl 8.881233 6.970273 -6.681105 0.0 0.0 0.0
Cl 6.324921 7.347168 -7.999235 0.0 0.0 0.0
H 7.355566 5.337895 -7.387035 0.0 0.0 0.0
C -9.041002 3.352252 7.792613 0.1 -0.2 0.0
Cl -7.370667 3.202254 7.249783 -0.3 0.0 0.1
Cl -9.249683 2.625629 9.386888 0.0 0.0 0.0
Cl -9.578816 5.037308 7.813445 0.0 0.0 0.0
H -9.669731 2.816000 7.094229 0.0 0.0 0.0
```
Forces are in eV/Å.